Arrangement a

The following is a quantum chemistry calculation of a cluster of 3 separate species, C4H10O4 in total, from the Open Molecules 2025 dataset.

The geometry in XYZ format:
```
18
Properties=species:S:1:pos:R:3:lowdin_charge:R:1
O 2.034 1.935 -0.758 -0.18
C 1.139 1.068 -0.973 -0.43
C -0.353 1.489 -0.747 -0.20
C -0.471 1.140 0.756 -0.22
C -1.643 0.246 0.956 -0.36
O -1.619 -0.788 1.608 -0.05
H 1.306 0.113 -1.486 0.06
H -0.373 2.576 -0.920 0.09
H -1.115 1.151 -1.460 0.09
H -0.540 1.919 1.520 0.11
H 0.376 0.533 1.119 0.09
H -2.595 0.477 0.391 0.11
H 1.174 -2.062 1.934 0.04
H 0.459 -1.660 0.689 -0.01
O 1.357 -1.682 1.057 -0.09
H -0.104 -3.035 -1.796 0.02
H -0.267 -1.558 -1.185 0.01
O -0.615 -2.229 -1.812 -0.08
```

Output
**Molecular weight**: 122.120 g mol⁻¹
**LUMO (alpha / beta)**: 3.62 / 3.46 eV
**Spin multiplicity**: 2
**Net charge**: -1
**⟨S²⟩**: 0.76


Arrangement b

The following is a quantum chemistry calculation of a cluster of 3 separate species, C4H10O4 in total, from the Open Molecules 2025 dataset.

The geometry in XYZ format:
```
18
Properties=species:S:1:pos:R:3:lowdin_charge:R:1
C -0.533 0.232 0.073 -0.19
C -0.152 1.612 -0.443 -0.30
C 1.228 1.976 -0.451 -0.51
O 2.087 1.283 0.137 -0.22
C -1.932 -0.155 -0.306 -0.31
O -2.604 0.648 -0.897 0.00
H -0.834 0.439 1.216 0.15
H 0.382 -0.262 -0.070 0.06
H -0.828 2.314 0.091 0.09
H -0.570 1.831 -1.442 0.10
H 1.484 2.710 -1.282 0.06
H -2.421 -1.221 -0.166 0.13
H 0.494 -2.563 -0.675 0.02
H 2.023 -2.281 -0.913 -0.02
O 1.293 -2.743 -1.166 -0.02
H 1.098 -1.305 1.748 0.06
H -0.564 -1.074 2.130 0.04
O 0.347 -1.441 2.416 -0.15
```

Output
**Molecular weight**: 122.120 g mol⁻¹
**LUMO (alpha / beta)**: 3.42 / 3.39 eV
**Spin multiplicity**: 2
**Net charge**: -1
**⟨S²⟩**: 0.75


Order of stability, best first: arrangement a, arrangement b


Arrangement a

The following is a quantum chemistry calculation of a structure of composition C5H12OSi, from the Open Molecules 2025 dataset.

The geometry in XYZ format:
```
19
Properties=species:S:1:pos:R:3:lowdin_charge:R:1
C -0.127 -1.099 0.341 -0.49
C 1.028 -2.128 0.223 -0.06
C -1.441 -1.673 0.680 -0.10
C -1.578 2.436 -0.479 -0.11
C 1.877 1.478 -0.717 -0.21
O 0.266 -0.076 1.467 -0.27
Si 0.214 0.792 0.060 0.77
H 0.734 -3.143 0.308 0.06
H 1.587 -1.978 1.088 0.05
H 1.625 -1.918 -0.672 0.08
H -1.321 -2.477 1.405 0.09
H -1.855 -2.119 -0.265 0.10
H -2.079 -0.920 1.048 0.06
H -2.431 2.458 0.303 0.02
H -1.070 3.373 -0.789 -0.02
H -1.926 1.958 -1.368 -0.06
H 2.859 0.917 -0.682 0.04
H 1.543 1.667 -1.759 0.01
H 2.097 2.452 -0.193 0.03
```

Output
**Molecular weight**: 116.236 g mol⁻¹
**LUMO**: 0.59 eV
**Spin multiplicity**: 1


Arrangement b

The following is a quantum chemistry calculation of a cluster of 2 separate species, C5H12OSi in total, from the Open Molecules 2025 dataset.

The geometry in XYZ format:
```
19
Properties=species:S:1:pos:R:3:lowdin_charge:R:1
C 0.937 -2.016 -0.722 -0.14
C 0.731 -0.986 0.337 -0.19
C 0.505 0.306 0.137 -0.36
C 0.318 1.271 1.266 -0.11
C 0.552 0.943 -1.314 -0.04
H 2.067 -2.224 -0.982 0.11
H 0.478 -2.985 -0.484 0.06
H 0.332 -1.685 -1.654 0.09
H 0.787 -1.449 1.383 0.12
H -0.053 2.308 0.872 0.10
H 1.149 1.361 2.091 0.12
H -0.447 1.017 1.924 0.02
H 1.138 0.349 -1.990 0.05
H 0.931 1.964 -0.954 0.09
H -0.482 0.981 -1.695 0.08
O -3.876 0.384 -0.909 -0.47
Si -4.197 0.738 0.516 0.61
H -4.068 2.102 1.018 -0.08
H -4.538 -0.401 1.433 -0.07
```

Output
**Molecular weight**: 116.236 g mol⁻¹
**LUMO**: -0.42 eV
**SMILES string**: CC=C(C)C.O=[SiH2]
**Spin multiplicity**: 1


Arrangement c

The following is a quantum chemistry calculation of the molecule C5H12OSi, from the Open Molecules 2025 dataset.

The geometry in XYZ format:
```
19
Properties=species:S:1:pos:R:3:lowdin_charge:R:1
C 0.747 -1.704 -0.873 -0.05
C 0.989 -0.256 -0.369 -0.25
C 2.385 0.027 0.302 -0.04
C -0.007 0.642 -0.324 -0.22
C -0.177 1.920 0.306 -0.07
O -1.531 0.078 -0.782 -0.40
Si -2.654 -0.353 0.286 0.48
H 0.684 -1.760 -1.946 0.07
H -0.288 -2.113 -0.689 0.07
H 1.411 -2.374 -0.348 0.07
H 2.289 -0.540 1.224 0.07
H 2.402 1.101 0.569 0.06
H 3.283 -0.409 -0.182 0.08
H 0.744 2.493 0.632 0.10
H -0.620 2.568 -0.550 0.13
H -0.840 1.748 1.107 0.05
H -1.727 -0.956 1.265 -0.04
H -3.376 0.824 0.934 -0.07
H -3.714 -0.937 -0.561 -0.06
```

Output
**Molecular weight**: 116.236 g mol⁻¹
**LUMO**: 0.90 eV
**SMILES string**: CC(C)=C(C)O[SiH3]
**Spin multiplicity**: 1


Order of stability, best first: arrangement c, arrangement a, arrangement b


Arrangement a

The following is a quantum chemistry calculation of a cluster of 3 separate species, C7H17NO2 in total, from the Open Molecules 2025 dataset.

The geometry in XYZ format:
```
27
Properties=species:S:1:pos:R:3:lowdin_charge:R:1
C -0.393 0.360 -0.115 -0.37
C 0.264 -0.877 -0.131 -0.26
C 1.979 0.165 0.627 -0.29
C -0.944 0.935 1.159 -0.03
C -0.117 1.354 -1.205 -0.04
C -3.091 -1.104 -0.116 -0.25
C 3.040 -0.340 -0.314 -0.09
N -2.043 -0.572 -0.957 -0.09
O 0.042 -1.883 0.744 0.03
O 2.084 1.520 0.938 -0.05
H -0.476 -1.575 1.499 0.10
H 2.611 1.980 0.275 0.10
H -1.748 -1.324 -1.583 0.04
H 0.617 -1.260 -1.081 0.14
H 1.944 -0.372 1.576 0.12
H -1.163 0.188 1.924 0.08
H -0.256 1.671 1.575 0.09
H -1.879 1.445 0.928 0.09
H 0.410 0.904 -2.046 0.09
H -1.072 1.737 -1.564 0.09
H 0.460 2.197 -0.823 0.08
H -3.956 -1.455 -0.698 0.06
H -3.463 -0.313 0.547 0.05
H -2.799 -1.970 0.511 0.06
H 2.981 -1.424 -0.411 0.08
H 2.924 0.105 -1.307 0.08
H 4.044 -0.091 0.052 0.08
```

Output
**Molecular weight**: 147.218 g mol⁻¹
**LUMO (alpha / beta)**: 0.70 / 0.70 eV
**Spin multiplicity**: 1


Arrangement b

The following is a quantum chemistry calculation of a cluster of 2 separate species, C7H17NO2 in total, from the Open Molecules 2025 dataset.

The geometry in XYZ format:
```
27
Properties=species:S:1:pos:R:3:lowdin_charge:R:1
C 1.439 -1.219 -2.673 -0.09
C 0.985 -1.202 -1.349 -0.18
C 0.617 0.079 -0.664 -0.11
C -0.524 0.045 0.370 -0.51
C -0.534 -1.234 1.205 -0.02
O -1.747 0.118 -0.407 -0.04
C -0.496 1.306 1.277 -0.40
C 0.666 1.354 2.266 -0.05
N -0.456 2.498 0.432 0.05
H 1.542 -0.276 -3.197 0.06
H 2.110 -2.009 -2.985 0.06
H 1.199 -2.049 -0.711 0.12
H 0.380 0.842 -1.404 0.13
H 1.527 0.418 -0.160 0.13
H -0.794 -2.082 0.573 0.08
H 0.439 -1.423 1.655 0.09
H -1.271 -1.160 2.009 0.09
H -2.488 -0.091 0.173 0.11
H -1.429 1.250 1.870 0.14
H 0.601 2.266 2.863 0.08
H 1.625 1.367 1.749 0.08
H 0.643 0.511 2.955 0.07
H -1.225 2.482 -0.228 0.08
H -0.536 3.339 0.990 0.08
O -0.822 -2.039 -1.990 -0.18
H -1.456 -1.326 -1.809 0.02
H 0.004 -1.764 -2.807 0.12
```

Output
**Molecular weight**: 147.218 g mol⁻¹
**LUMO**: 0.73 eV
**SMILES string**: C=CC[C@](C)(O)[C@@H](C)N.O
**Spin multiplicity**: 1


Order of stability, best first: arrangement b, arrangement a


Arrangement a

The following is a quantum chemistry calculation of a structure of composition C36H46BaBrF4N4O4S3, from the Open Molecules 2025 dataset.

The geometry in XYZ format:
```
99
Properties=species:S:1:pos:R:3:lowdin_charge:R:1
Ba -0.065 1.257 -0.499 1.85
C -2.907 -0.317 1.463 -0.07
C -2.623 1.155 1.193 -0.33
N -1.444 1.621 1.922 -0.28
C -1.585 1.537 3.375 -0.26
C -2.805 2.261 3.948 -0.07
C -0.925 2.956 1.545 -0.28
C 0.633 3.056 1.677 -0.27
N 1.311 3.108 0.394 -0.23
C 1.911 4.201 -0.091 -0.21
C 2.304 4.152 -1.456 -0.16
F 1.995 3.025 -2.145 0.04
C 2.951 5.169 -2.104 -0.23
F 3.269 5.019 -3.405 0.07
C 3.280 6.354 -1.461 0.03
C 2.911 6.438 -0.135 -0.24
F 3.207 7.560 0.558 0.06
C 2.259 5.422 0.532 -0.14
F 1.974 5.630 1.847 0.05
H -3.622 -0.699 0.734 0.08
H -3.324 -0.483 2.458 0.07
H -1.989 -0.907 1.391 0.06
H -3.517 1.760 1.388 0.10
H -2.457 1.285 0.117 0.01
H -0.666 1.935 3.809 0.12
H -1.629 0.483 3.664 0.08
H -2.938 3.245 3.498 0.07
H -2.693 2.393 5.026 0.07
H -3.721 1.695 3.773 0.07
H -1.403 3.745 2.133 0.12
H -1.218 3.191 0.516 0.00
H 0.971 2.154 2.212 0.09
H 0.862 3.896 2.330 0.10
H 3.787 7.159 -1.967 0.12
O -2.366 1.502 -4.760 0.01
C -2.060 0.181 -4.863 -0.27
C -3.038 -0.637 -5.428 -0.03
C -2.822 -1.994 -5.592 -0.11
C -1.618 -2.556 -5.187 -0.10
C -0.639 -1.737 -4.648 -0.04
C -0.828 -0.369 -4.489 -0.09
C 0.282 0.471 -3.867 -0.44
O 0.370 0.291 -2.534 -0.59
N 1.565 0.069 -4.599 -0.01
N 2.737 0.545 -4.040 0.04
C 3.149 0.049 -2.943 -0.23
C 2.612 -1.116 -2.212 -0.59
Br 2.542 -0.853 -0.298 0.83
C 2.337 -2.292 -2.754 -0.12
C 1.681 -3.447 -2.112 -0.25
C 0.447 -3.282 -1.484 -0.06
C -0.205 -4.369 -0.922 -0.09
C 0.361 -5.635 -0.983 -0.10
C 1.580 -5.812 -1.624 -0.10
C 2.230 -4.725 -2.191 -0.04
H -2.196 1.875 -3.873 -0.01
H -3.972 -0.174 -5.720 0.11
H -3.596 -2.613 -6.030 0.09
H -1.440 -3.618 -5.296 0.09
H 0.318 -2.149 -4.352 0.09
H 0.110 1.530 -4.119 0.14
H 1.508 0.539 -5.495 0.11
H 4.056 0.495 -2.543 0.10
H 2.522 -2.357 -3.823 0.13
H -0.002 -2.295 -1.489 0.11
H -1.170 -4.231 -0.449 0.10
H -0.151 -6.483 -0.545 0.10
H 2.024 -6.798 -1.685 0.10
H 3.180 -4.862 -2.695 0.11
C 1.439 -1.547 7.035 -0.11
C 1.615 -1.859 5.552 -0.30
C 0.445 -1.340 4.732 -0.35
S 0.792 -1.069 2.964 0.87
O 2.096 -0.339 2.882 -0.55
C 1.094 -2.796 2.442 -0.35
C 2.539 -3.252 2.595 -0.30
C 2.842 -4.424 1.667 -0.10
H 2.270 -1.941 7.620 0.07
H 0.517 -1.985 7.424 0.07
H 1.393 -0.469 7.200 0.08
H 1.716 -2.936 5.413 0.10
H 2.531 -1.398 5.177 0.11
H 0.145 -0.347 5.077 0.08
H -0.437 -1.985 4.778 0.10
H 0.817 -2.808 1.386 0.05
H 0.378 -3.427 2.974 0.10
H 2.747 -3.527 3.629 0.09
H 3.190 -2.408 2.359 0.08
H 2.181 -5.271 1.867 0.08
H 3.872 -4.761 1.789 0.07
H 2.700 -4.132 0.625 0.05
C -5.737 1.948 -1.269 -0.14
O -4.386 2.105 -1.686 -0.26
C -3.665 3.142 -1.206 -1.36
S -4.319 4.239 -0.136 0.56
S -2.144 3.295 -1.970 0.55
H -6.097 1.064 -1.792 0.09
H -6.331 2.821 -1.537 0.07
H -5.804 1.810 -0.189 0.06
```

Output
**Molecular weight**: 988.213 g mol⁻¹
**LUMO**: 1.65 eV
**Spin multiplicity**: 1
**Net charge**: -1


Arrangement b

The following is a quantum chemistry calculation of a structure of composition C36H46BaBrF4N4O4S3, from the Open Molecules 2025 dataset.

The geometry in XYZ format:
```
99
Properties=species:S:1:pos:R:3:lowdin_charge:R:1
Ba -0.443 -0.502 0.850 1.84
C -3.545 1.558 4.226 -0.08
C -2.517 0.915 3.305 -0.28
N -2.922 0.734 1.909 -0.27
C -3.265 1.981 1.228 -0.26
C -3.066 1.909 -0.276 -0.07
C -3.947 -0.300 1.722 -0.19
C -3.427 -1.744 1.725 -0.25
N -2.653 -1.995 0.530 -0.14
C -2.788 -3.057 -0.237 -0.22
C -2.014 -3.083 -1.443 -0.18
F -1.167 -2.038 -1.677 -0.03
C -2.072 -4.094 -2.362 -0.25
F -1.291 -4.009 -3.467 0.05
C -2.884 -5.209 -2.196 0.02
C -3.632 -5.224 -1.034 -0.24
F -4.432 -6.287 -0.793 0.06
C -3.604 -4.217 -0.094 -0.14
F -4.354 -4.396 1.027 0.05
H -3.103 1.695 5.213 0.07
H -4.443 0.950 4.343 0.06
H -3.847 2.542 3.864 0.07
H -2.225 -0.063 3.700 0.11
H -1.595 1.503 3.319 0.07
H -2.620 2.765 1.635 0.12
H -4.304 2.279 1.446 0.12
H -2.017 1.770 -0.551 0.04
H -3.379 2.842 -0.748 0.08
H -3.637 1.101 -0.736 0.07
H -4.412 -0.148 0.747 0.11
H -4.747 -0.215 2.474 0.11
H -4.302 -2.390 1.825 0.10
H -2.832 -1.906 2.639 0.11
H -2.927 -6.000 -2.926 0.12
O 0.127 3.116 0.612 0.00
C 1.434 3.475 0.669 -0.26
C 1.761 4.674 1.301 -0.01
C 3.078 5.087 1.374 -0.10
C 4.086 4.305 0.829 -0.11
C 3.750 3.111 0.213 -0.05
C 2.434 2.678 0.103 -0.09
C 2.150 1.334 -0.556 -0.44
O 0.854 0.942 -0.494 -0.55
N 2.608 1.433 -2.005 0.00
N 2.252 0.216 -2.656 0.03
C 1.086 0.142 -3.140 -0.24
C 0.033 1.157 -3.317 -0.58
Br -1.542 0.345 -4.066 0.78
C 0.078 2.462 -3.055 -0.08
C -0.944 3.496 -3.296 -0.23
C -1.179 4.410 -2.260 -0.03
C -2.111 5.422 -2.420 -0.09
C -2.797 5.555 -3.619 -0.10
C -2.548 4.674 -4.656 -0.09
C -1.629 3.648 -4.500 -0.07
H 0.162 2.232 0.146 0.02
H 0.961 5.256 1.741 0.11
H 3.316 6.017 1.876 0.10
H 5.121 4.613 0.901 0.09
H 4.542 2.480 -0.181 0.11
H 2.794 0.585 -0.053 0.13
H 3.622 1.379 -1.971 0.09
H 0.827 -0.821 -3.573 0.08
H 0.986 2.802 -2.572 0.11
H -0.639 4.296 -1.328 0.10
H -2.292 6.110 -1.604 0.10
H -3.519 6.352 -3.746 0.10
H -3.073 4.786 -5.597 0.10
H -1.435 2.960 -5.310 0.09
C 4.717 -1.642 -0.640 -0.11
C 4.498 -3.068 -0.159 -0.29
C 3.221 -3.238 0.657 -0.32
S 1.719 -2.968 -0.308 0.93
O 0.651 -2.661 0.719 -0.81
C 1.306 -4.643 -0.833 -0.32
C 2.238 -5.210 -1.895 -0.29
C 2.357 -4.323 -3.123 -0.10
H 5.686 -1.550 -1.134 0.07
H 4.697 -0.944 0.199 0.08
H 3.952 -1.332 -1.354 0.04
H 5.326 -3.380 0.484 0.11
H 4.511 -3.757 -1.009 0.09
H 3.156 -2.486 1.448 0.06
H 3.142 -4.217 1.136 0.10
H 0.291 -4.540 -1.217 0.08
H 1.261 -5.254 0.072 0.10
H 1.828 -6.183 -2.181 0.11
H 3.220 -5.425 -1.463 0.09
H 1.374 -4.116 -3.546 0.07
H 2.963 -4.805 -3.891 0.07
H 2.815 -3.359 -2.899 0.06
C 2.192 -0.051 7.050 -0.15
O 2.236 -0.542 5.717 -0.27
C 1.614 0.150 4.745 -1.39
S 0.728 1.525 5.086 0.54
S 1.796 -0.567 3.217 0.44
H 2.814 -0.736 7.623 0.08
H 1.169 -0.043 7.427 0.07
H 2.583 0.966 7.096 0.07
```

Output
**Molecular weight**: 988.213 g mol⁻¹
**LUMO**: 2.17 eV
**Spin multiplicity**: 1
**Net charge**: -1


Order of stability, best first: arrangement b, arrangement a